Entry 1:
26
Properties=species:S:1:pos:R:3 method="wB97M-V/def2-TZVPD" lumo_energy_ev=-4.67 fmax_ha_per_bohr=0.0296 gap_ev=8.3 total_charge=+1 homo_ev=-12.927
N -1.150 -1.381 1.689
C -0.406 -0.437 0.855
N 0.326 0.390 1.783
N 0.532 -1.198 -0.004
C -1.441 0.264 -0.035
B -0.903 1.548 -0.762
O -1.372 2.803 -0.397
B -0.299 3.621 -0.084
O 0.705 3.706 -1.042
B 1.070 2.435 -1.422
S 2.822 1.965 -1.364
O 0.068 1.524 -1.764
H -0.592 -2.186 1.941
H -2.013 -1.663 1.246
H -0.276 0.799 2.481
H 0.932 1.074 1.345
H 1.171 -1.653 0.650
H 1.128 -0.550 -0.516
H -1.742 -0.456 -0.803
H -2.341 0.517 0.520
H -0.221 4.165 0.966
H 2.670 0.652 -1.555
O 0.184 -3.967 -1.090
H -0.046 -4.778 -0.597
H 1.053 -4.049 -1.528
H 0.144 -3.144 -0.513

---

Entry 2:
22
Properties=species:S:1:pos:R:3 method="wB97M-V/def2-TZVPD" lumo_energy_ev=0.70 fmax_ha_per_bohr=0.0899 gap_ev=10.0 total_charge=0 homo_ev=-9.274 e_above_lowest_kcal_mol=89.89
C -3.421 -0.029 0.669
O -2.218 0.680 0.522
C -1.655 0.556 -0.761
C -0.336 1.297 -0.800
N 0.658 0.724 0.092
H -4.181 0.322 -0.052
H -3.267 -1.112 0.518
H -3.789 0.140 1.688
H -1.493 -0.511 -1.001
H -2.339 0.977 -1.522
H 0.053 1.241 -1.825
H -0.513 2.361 -0.573
H 0.401 0.746 1.072
H 1.850 1.337 0.098
C 2.134 -0.759 -0.416
C 2.270 -1.805 0.662
O 2.011 -1.074 -1.587
H 1.540 -2.603 0.486
H 3.282 -2.233 0.611
H 2.124 -1.369 1.658
O 3.208 0.630 -0.182
H 3.679 0.484 0.644

---

Entry 3:
63
Properties=species:S:1:pos:R:3 method="wB97M-V/def2-TZVPD" lumo_energy_ev="-11.03 / -10.34" fmax_ha_per_bohr=0.0369 gap_ev="5.9 / 6.6" total_charge=+3 spin_multiplicity=4 homo_ev="-16.892 / -16.892" e_above_lowest_kcal_mol=0.00
Cr -0.595 -0.013 -0.066
C -1.219 -3.256 2.725
C -1.275 -2.069 1.833
N -0.327 -1.661 1.046
N 0.870 -2.336 0.986
C 1.768 -1.975 0.053
N 2.910 -2.619 -0.021
S 1.418 -0.693 -1.027
C -2.479 -1.233 1.790
C -3.601 -1.499 2.548
C -4.683 -0.622 2.485
C -4.585 0.495 1.682
C -3.422 0.696 0.945
N -2.402 -0.157 0.969
H -0.279 -3.797 2.711
H -2.007 -3.960 2.447
H -1.411 -2.942 3.753
H 1.061 -3.066 1.658
H 3.150 -3.402 0.573
H 3.595 -2.344 -0.711
H -3.644 -2.365 3.193
H -5.572 -0.809 3.073
H -5.386 1.218 1.623
H -3.301 1.568 0.324
C 2.541 3.773 1.714
C 1.004 3.807 1.765
C 0.510 3.508 3.191
C 0.488 5.183 1.323
C 0.470 2.723 0.918
C -0.063 1.764 0.367
H 2.933 4.567 2.348
H 2.909 3.933 0.701
H 2.929 2.822 2.079
H 0.882 4.286 3.858
H 0.885 2.550 3.550
H -0.579 3.510 3.242
H 0.870 5.937 2.011
H -0.602 5.232 1.347
H 0.843 5.457 0.331
Ge -0.050 2.867 -1.730
C 1.660 2.624 -2.541
C 2.633 3.586 -2.258
C 3.851 3.553 -2.914
C 4.092 2.573 -3.871
C 3.121 1.628 -4.175
C 1.901 1.655 -3.519
C -1.544 1.669 -2.055
C -2.838 2.200 -1.985
C -3.931 1.433 -2.363
C -3.753 0.119 -2.789
C -2.479 -0.423 -2.871
C -1.374 0.361 -2.540
H -0.323 4.244 -1.175
H 2.442 4.367 -1.530
H 4.603 4.300 -2.698
H 5.035 2.562 -4.400
H 3.306 0.888 -4.942
H 1.137 0.941 -3.803
H -2.992 3.222 -1.657
H -4.924 1.863 -2.341
H -4.608 -0.468 -3.099
H -2.339 -1.422 -3.263
H -0.383 -0.023 -2.765

---

Entry 4:
18
Properties=species:S:1:pos:R:3 method="wB97M-V/def2-TZVPD" lumo_energy_ev="0.57 / -2.00" fmax_ha_per_bohr=0.2040 gap_ev="5.4 / 6.7" total_charge=0 spin_multiplicity=3 homo_ev="-4.807 / -8.687" e_above_lowest_kcal_mol=61.86
C 0.917 -0.041 -2.747
C -0.024 0.231 -1.869
C 0.442 1.146 -0.085
C 0.433 0.937 2.288
C -0.672 -0.796 0.976
N 0.054 0.460 0.969
O 1.151 2.158 -0.112
O 0.451 -0.237 -4.109
O -1.350 0.191 -2.127
H 1.955 -0.024 -2.427
H 0.738 0.102 2.766
H 1.216 1.757 2.000
H -0.435 1.244 2.723
H 0.026 -1.753 1.257
H -1.554 -0.779 1.665
H -1.108 -0.824 0.070
H 0.874 -1.111 -4.309
H -1.566 0.776 -2.886

---

Entry 5:
38
Properties=species:S:1:pos:R:3 method="wB97M-V/def2-TZVPD" lumo_energy_ev=-2.43 fmax_ha_per_bohr=0.0847 gap_ev=9.4 total_charge=+1 homo_ev=-11.832 e_above_lowest_kcal_mol=0.00
C 2.630 -0.088 -0.914
C 0.701 0.491 -2.425
C -1.406 -2.457 -0.432
C -3.544 -0.596 0.513
C 2.537 2.080 1.837
C 1.166 -0.382 -1.268
C -1.152 -0.987 -0.279
C 0.321 -0.534 0.026
C 0.384 1.168 1.009
N 0.889 -1.373 0.985
N -0.809 1.868 0.546
N -2.154 -0.361 0.634
O 0.216 0.829 2.294
O 1.528 1.880 0.706
H 3.087 -0.926 -0.594
H 3.161 0.248 -1.835
H 2.692 0.658 -0.205
H 0.479 1.518 -2.015
H -0.300 0.177 -2.662
H 1.366 0.402 -3.257
H -0.664 -2.970 -0.966
H -1.478 -3.000 0.541
H -2.314 -2.640 -1.036
H -3.722 -1.293 -0.341
H -3.935 -1.099 1.325
H -4.094 0.382 0.475
H 3.449 2.276 1.324
H 2.455 1.222 2.470
H 1.972 2.831 2.374
H 1.193 -1.425 -1.646
H -1.501 -0.509 -1.195
H 0.736 -2.347 1.130
H 1.956 -1.297 1.114
H -0.666 2.290 -0.361
H -1.084 2.658 1.128
H -1.873 0.662 0.617
H -1.899 -0.749 1.526
H 0.711 0.069 2.492

---

Entry 6:
61
Properties=species:S:1:pos:R:3 method="wB97M-V/def2-TZVPD" lumo_energy_ev="-8.39 / -9.38" fmax_ha_per_bohr=0.1073 gap_ev="6.0 / 5.0" total_charge=+2 spin_multiplicity=2 homo_ev="-14.383 / -14.383"
Ir -0.942 -0.696 -0.160
C -2.475 2.171 0.470
C -2.516 1.849 -1.046
N -2.726 0.423 -1.275
C -4.056 -0.072 -0.895
C -4.014 -1.455 -0.220
N -2.898 -1.625 0.715
C -3.076 -1.113 2.073
C -3.107 0.418 2.106
N -2.042 1.017 1.278
H -3.459 2.507 0.805
H -1.792 3.009 0.609
H -1.564 2.131 -1.502
H -3.302 2.446 -1.521
H -2.538 0.183 -2.246
H -4.695 -0.157 -1.779
H -4.514 0.662 -0.237
H -3.893 -2.212 -0.997
H -4.971 -1.618 0.290
H -2.695 -2.622 0.768
H -2.241 -1.477 2.679
H -4.007 -1.493 2.514
H -3.009 0.732 3.148
H -4.080 0.766 1.763
H -1.289 1.310 1.892
O 0.604 -2.755 -5.673
C 1.572 -2.030 -5.219
O 2.629 -1.868 -5.778
C 1.366 -1.313 -3.911
C 2.233 -0.326 -3.421
Cl 3.611 0.246 -4.211
N 1.735 0.103 -2.225
N 0.606 -0.577 -1.946
C 0.366 -1.427 -2.932
C -0.871 -2.299 -2.839
O -1.215 -2.934 -3.824
O -1.468 -2.249 -1.730
C 2.197 1.057 -1.285
C 1.341 1.424 -0.245
C 1.757 2.279 0.754
C 3.038 2.807 0.723
C 3.880 2.480 -0.326
C 3.471 1.615 -1.325
H -0.204 -2.886 -5.085
H 0.314 1.031 -0.221
H 1.083 2.547 1.553
H 3.369 3.474 1.503
H 4.875 2.896 -0.369
H 4.143 1.373 -2.129
S 0.700 -1.558 1.541
C 1.946 -0.952 2.587
C 3.259 -0.863 2.095
C 4.286 -0.526 2.949
C 4.034 -0.265 4.293
C 2.732 -0.349 4.778
C 1.692 -0.690 3.942
H 3.452 -1.083 1.057
H 5.296 -0.490 2.573
H 4.844 -0.012 4.958
H 2.541 -0.178 5.825
H 0.690 -0.788 4.330

---

Entry 7:
13
Properties=species:S:1:pos:R:3 method="wB97M-V/def2-TZVPD" lumo_energy_ev=0.96 fmax_ha_per_bohr=0.0903 smiles="FC(F)=CC1CC1" gap_ev=10.1 total_charge=0 homo_ev=-9.134 e_above_lowest_kcal_mol=37.90
C -1.156 0.502 -0.215
C -0.051 0.959 0.315
C 1.278 0.244 0.513
C 1.428 -1.295 0.934
C 2.072 -0.756 -0.269
H -0.395 1.586 1.284
H 1.961 0.819 1.222
H 0.492 -1.720 0.783
H 1.839 -1.638 1.921
H 3.223 -0.710 -0.361
H 1.720 -1.001 -1.259
F -1.001 -0.524 -1.124
F -2.362 1.050 -0.127

---

Entry 8:
41
Properties=species:S:1:pos:R:3 method="wB97M-V/def2-TZVPD" lumo_energy_ev=-0.92 fmax_ha_per_bohr=0.0253 gap_ev=7.0 total_charge=0 homo_ev=-7.891 e_above_lowest_kcal_mol=15.80
Sc 0.059 0.697 0.442
Cl -2.725 -4.213 4.742
C -1.933 -2.844 4.033
C -1.308 -1.936 4.845
C -0.661 -0.826 4.293
I 0.329 0.570 5.496
C -0.633 -0.593 2.928
O -0.041 0.442 2.381
C -1.291 -1.542 2.091
N -1.249 -1.285 0.750
C -1.828 -2.136 -0.069
C -2.486 -3.291 0.373
C -2.544 -3.561 1.712
C -1.939 -2.677 2.630
H -1.313 -2.084 5.916
H -1.765 -1.904 -1.125
H -2.936 -3.954 -0.352
H -3.041 -4.448 2.080
C 2.673 3.709 0.573
C 3.102 2.255 0.675
O 2.078 1.440 1.290
H 3.408 4.271 -0.003
H 2.581 4.166 1.560
H 1.709 3.768 0.066
H 4.022 2.145 1.251
H 3.258 1.828 -0.314
H 2.013 1.666 2.225
N -1.648 3.523 -0.001
C -1.033 2.550 0.104
S 1.427 -0.395 -1.367
C 0.835 0.040 -2.973
C 1.536 -0.414 -4.090
C 1.111 -0.085 -5.367
C -0.017 0.701 -5.556
C -0.724 1.152 -4.452
C -0.305 0.822 -3.172
H 2.417 -1.026 -3.945
H 1.669 -0.448 -6.222
H -0.341 0.964 -6.554
H -1.605 1.768 -4.577
H -0.861 1.185 -2.316